Entry 1:
3
Properties=species:S:1:pos:R:3 method="wB97M-V/def2-TZVPD" orbital_gap_ev="7.773 / 9.455" charge=+1 spin_multiplicity=3 fmax_ev_per_a=19.28 lumo_ev="-7.816 / -8.024" homo_ev="-15.6 / -17.5"
V 0.099 0.036 -0.027
Cl 0.473 -0.909 1.402
Cl -0.572 0.873 -1.375

=====

Entry 2:
12
Properties=species:S:1:pos:R:3 method="wB97M-V/def2-TZVPD" orbital_gap_ev=8.589 fmax_ev_per_a=4.23 de_lowest_kj_mol=389.4 lumo_ev=-0.167 homo_ev=-8.8 smiles="O/N=c1/ccnco1"
C -0.789 0.384 -0.037
C 0.301 1.315 -0.029
C 1.558 0.787 -0.119
C 0.913 -1.383 -0.028
H -2.166 -1.159 0.000
H 0.344 2.361 0.202
H 2.322 1.420 0.141
H 0.860 -2.387 0.285
N -2.027 0.654 -0.117
N 1.958 -0.573 -0.157
O -2.859 -0.431 -0.071
O -0.415 -0.988 -0.070

=====

Entry 3:
81
Properties=species:S:1:pos:R:3 method="wB97M-V/def2-TZVPD" orbital_gap_ev="7.829 / 5.869" charge=+1 spin_multiplicity=2 fmax_ev_per_a=0.88 de_lowest_kj_mol=58.5 lumo_ev="-3.602 / -5.565" homo_ev="-11.4 / -11.4"
Pd 0.199 -0.702 -0.102
C 2.645 0.458 -1.266
N 2.209 -0.094 0.039
C 3.124 -1.188 0.428
C 2.249 0.929 1.099
C 1.221 1.985 0.816
N -0.087 1.345 0.694
C -1.154 2.173 0.634
C -2.455 1.647 0.822
F -2.572 0.373 1.138
C -3.593 2.415 0.741
F -4.771 1.834 0.946
C -3.517 3.768 0.471
C -2.263 4.328 0.286
F -2.154 5.622 0.010
C -1.113 3.576 0.368
F 0.040 4.198 0.130
H 3.569 1.030 -1.140
H 1.874 1.095 -1.693
H 2.815 -0.368 -1.949
H 4.140 -0.794 0.519
H 3.110 -1.966 -0.327
H 2.811 -1.600 1.386
H 3.249 1.369 1.167
H 2.028 0.438 2.048
H 1.468 2.522 -0.102
H 1.208 2.725 1.619
H -4.409 4.375 0.409
N 0.891 -2.068 -1.404
C 0.836 -3.255 -1.328
N 0.661 -4.489 -1.320
C 1.490 -5.401 -0.840
N 2.165 -6.223 -0.390
C -1.773 -0.693 -2.460
C -2.413 -1.400 -1.286
O -3.606 -1.655 -1.300
N -1.568 -1.759 -0.241
Te -2.736 -2.763 1.079
C -3.359 -1.653 2.786
C -2.585 -1.236 3.869
C -1.094 -1.362 3.901
C -3.234 -0.673 4.961
C -4.610 -0.494 4.987
C -5.297 0.105 6.181
C -5.342 -0.871 3.869
C -4.749 -1.440 2.748
C -5.638 -1.778 1.575
C -1.564 -4.343 1.865
C -0.207 -4.323 2.208
C 0.715 -3.145 2.099
C 0.369 -5.492 2.697
C -0.349 -6.665 2.845
C 0.304 -7.919 3.346
C -1.696 -6.652 2.503
C -2.328 -5.519 2.015
C -3.802 -5.633 1.698
H -2.570 -0.351 -3.115
H -1.126 -1.386 -2.998
H -1.155 0.152 -2.153
H -0.653 -0.976 2.980
H -0.790 -2.403 4.017
H -0.681 -0.796 4.734
H -2.642 -0.358 5.813
H -4.581 0.398 6.947
H -5.993 -0.610 6.622
H -5.874 0.986 5.896
H -6.415 -0.715 3.863
H -6.640 -1.396 1.759
H -5.719 -2.855 1.415
H -5.281 -1.342 0.640
H 0.224 -2.252 1.720
H 1.548 -3.384 1.439
H 1.142 -2.907 3.075
H 1.424 -5.484 2.943
H 1.371 -7.775 3.499
H 0.172 -8.731 2.630
H -0.143 -8.238 4.289
H -2.276 -7.561 2.609
H -4.086 -6.682 1.654
H -4.071 -5.187 0.741
H -4.413 -5.160 2.472

=====

Entry 4:
71
Properties=species:S:1:pos:R:3 method="wB97M-V/def2-TZVPD" orbital_gap_ev="7.262 / 7.516" charge=+3 spin_multiplicity=3 fmax_ev_per_a=2.19 de_lowest_kj_mol=0.0 lumo_ev="-9.461 / -9.207" homo_ev="-16.7 / -16.7"
Pr -0.119 -0.415 -0.198
P -1.356 2.283 0.286
P 0.738 0.472 -2.813
P 2.065 1.572 0.623
H -0.416 -2.354 2.676
C 0.009 -1.428 3.085
C -0.741 -0.320 3.267
H -1.779 -0.248 2.911
C -3.186 2.345 0.250
C -1.037 3.551 -1.004
C -1.091 3.211 1.845
C 1.793 -0.787 -3.635
C -0.757 0.384 -3.877
C 1.519 2.002 -3.445
C 2.290 1.728 2.436
C 2.361 3.306 0.100
C 3.688 0.853 0.168
H 1.053 -1.464 3.409
H -0.361 0.517 3.856
H -3.606 1.635 0.971
H -3.561 2.095 -0.749
H -3.505 3.363 0.513
H -1.329 3.153 -1.985
H 0.023 3.824 -1.050
H -1.633 4.448 -0.791
H -1.335 2.559 2.693
H -1.759 4.083 1.861
H -0.054 3.545 1.962
H 1.833 -0.573 -4.713
H 1.370 -1.787 -3.467
H 2.804 -0.758 -3.209
H -0.438 0.187 -4.909
H -1.299 1.338 -3.832
H -1.423 -0.420 -3.531
H 1.661 1.911 -4.534
H 2.495 2.149 -2.963
H 0.880 2.870 -3.231
H 3.354 1.926 2.628
H 1.992 0.797 2.935
H 1.689 2.553 2.840
H 3.381 3.595 0.390
H 1.649 3.991 0.578
H 2.269 3.389 -0.991
H 4.466 1.365 0.751
H 3.876 1.000 -0.904
H 3.697 -0.222 0.390
C 2.478 -3.928 1.240
C 2.000 -4.241 2.518
C 2.585 -5.296 3.237
C 3.650 -6.021 2.688
C 4.140 -5.698 1.414
C 3.560 -4.645 0.696
Se 1.742 -2.429 0.145
H 0.211 -2.741 0.183
H 1.186 -3.666 2.958
H 2.212 -5.553 4.233
H 4.108 -6.838 3.250
H 4.970 -6.264 0.986
H 3.951 -4.368 -0.286
S -2.251 -1.921 -1.100
C -3.700 -1.010 -0.963
N -4.328 -0.358 -1.968
C -5.651 0.129 -1.587
C -5.746 -0.240 -0.114
N -4.461 -0.878 0.149
H -4.001 -0.407 -2.928
H -6.424 -0.371 -2.182
H -5.719 1.209 -1.752
H -6.564 -0.945 0.066
H -5.875 0.637 0.524
H -4.243 -1.388 0.996

=====

Entry 5:
13
Properties=species:S:1:pos:R:3 method="wB97M-V/def2-TZVPD" orbital_gap_ev=8.686 fmax_ev_per_a=3.33 de_lowest_kj_mol=383.6 lumo_ev=0.867 homo_ev=-7.8 smiles=Cn1ccc[n+]1[O-]
C -0.547 -1.737 0.029
C 0.677 -1.032 -0.125
C -1.587 -0.832 -0.022
C 1.231 1.427 0.065
N 0.288 0.265 -0.107
N -1.134 0.425 -0.078
O -1.711 1.544 -0.172
H -0.592 -2.853 -0.060
H 1.766 -1.414 -0.001
H -2.701 -0.982 0.032
H 1.080 2.062 -0.790
H 1.028 2.093 0.977
H 2.203 1.033 0.252

=====

Entry 6:
63
Properties=species:S:1:pos:R:3 method="wB97M-V/def2-TZVPD" orbital_gap_ev=8.382 fmax_ev_per_a=0.75 de_lowest_kj_mol=19.5 lumo_ev=0.514 homo_ev=-7.9 smiles="CCc1ccccc1NC(=S)N(CCN1CCOCC1)C1CCN(C(C)=O)CC1"
C 3.522 0.806 -4.596
H 4.355 0.818 -3.897
H 3.585 -0.105 -5.186
H 3.623 1.664 -5.257
C 2.208 0.860 -3.826
C 0.959 0.776 -4.669
C 0.986 0.804 -6.055
C -0.177 0.701 -6.800
C -1.398 0.579 -6.164
C -1.453 0.564 -4.783
C -0.286 0.650 -4.036
N -0.346 0.674 -2.632
C -1.093 -0.144 -1.838
N -1.175 0.189 -0.521
C -0.569 1.402 -0.015
H -0.681 2.186 -0.770
H -1.138 1.724 0.855
C 0.918 1.261 0.377
N 1.079 0.811 1.749
C 2.369 0.173 1.984
H 2.492 -0.657 1.284
C 2.418 -0.362 3.417
H 3.399 -0.789 3.629
O 2.228 0.679 4.348
C 0.988 1.298 4.129
H 0.895 2.088 4.877
C 0.908 1.883 2.717
H -0.063 2.362 2.575
H 1.694 2.651 2.601
H 0.179 0.565 4.264
H 1.648 -1.134 3.556
H 3.197 0.888 1.838
H 1.428 2.227 0.213
H 1.387 0.516 -0.270
C -1.720 -0.803 0.402
C -2.432 -0.208 1.615
H -3.235 0.461 1.301
H -1.725 0.337 2.243
C -3.003 -1.361 2.453
N -1.919 -2.205 2.895
C -1.288 -2.109 4.092
O -0.205 -2.629 4.288
C -2.021 -1.371 5.194
H -1.436 -1.465 6.105
H -3.004 -1.807 5.358
H -2.133 -0.315 4.957
C -1.227 -2.833 1.787
C -0.627 -1.769 0.872
H 0.129 -1.210 1.421
H -0.168 -2.247 0.005
H -0.443 -3.470 2.199
H -1.943 -3.450 1.235
H -3.564 -0.974 3.301
H -3.680 -1.964 1.839
H -2.456 -1.367 -0.183
S -1.845 -1.482 -2.461
H 0.384 1.212 -2.191
H -2.400 0.478 -4.276
H -2.309 0.502 -6.737
H -0.124 0.717 -7.878
H 1.928 0.899 -6.572
H 2.193 0.030 -3.110
H 2.186 1.794 -3.249

=====

Entry 7:
18
Properties=species:S:1:pos:R:3 method="wB97M-V/def2-TZVPD" orbital_gap_ev="7.061 / 7.916" fmax_ev_per_a=4.40 de_lowest_kj_mol=670.7 lumo_ev="-2.171 / -1.382" homo_ev="-9.2 / -9.3"
C -2.001 0.969 1.970
C -0.173 -1.050 -0.319
C -1.459 -0.179 1.541
C -0.963 -1.199 0.898
C 1.325 2.102 -0.784
C -1.181 -2.616 1.359
C 1.942 1.761 -2.181
N -2.569 1.886 2.458
N 0.627 -0.140 -0.614
N 0.670 1.061 -0.216
O 1.513 3.181 -0.275
H -0.018 -1.975 -0.939
H -2.296 -2.767 1.201
H -0.699 -3.275 0.784
H -0.911 -2.835 2.381
H 3.013 2.028 -2.219
H 1.353 2.362 -2.817
H 1.826 0.686 -2.227

=====

Entry 8:
22
Properties=species:S:1:pos:R:3 method="wB97M-V/def2-TZVPD" orbital_gap_ev="8.966 / 8.966" fmax_ev_per_a=1.29 de_lowest_kj_mol=455.3 lumo_ev="0.421 / 0.421" homo_ev="-8.5 / -8.5"
C 1.241 -0.990 -0.949
C -1.574 1.050 -0.961
C 2.324 0.026 -0.884
N -0.803 -0.082 -0.480
O -1.622 -1.238 -0.687
H -1.065 -1.947 -0.317
H 1.515 -1.991 -0.650
H 0.667 -0.998 -1.867
H -0.960 1.939 -0.850
H -1.807 0.889 -2.014
H -2.503 1.158 -0.391
H 1.942 1.036 -1.018
H 3.027 -0.191 -1.700
H 2.862 -0.027 0.059
C -0.325 -0.080 0.968
N -1.501 -0.145 1.846
N 0.364 1.184 1.187
O 0.499 -1.140 0.993
H 1.216 1.000 1.699
H -2.107 -0.903 1.547
H -1.169 -0.382 2.774
H -0.223 1.833 1.695